[1]
{"formula": "C34H37F2GeMnNP2", "method": "the ωB97M-V functional and the def2-TZVPD basis", "symbols": ["Mn", "F", "C", "C", "C", "C", "C", "F", "C", "C", "C", "C", "C", "C", "N", "H", "H", "H", "H", "H", "H", "C", "P", "C", "C", "C", "P", "C", "C", "H", "H", "H", "H", "H", "H", "H", "H", "H", "H", "H", "H", "H", "H", "H", "H", "C", "Ge", "C", "C", "C", "C", "C", "C", "C", "C", "C", "C", "C", "C", "C", "C", "C", "C", "H", "H", "H", "H", "H", "H", "H", "H", "H", "H", "H", "H", "H", "H", "H"], "coordinates": [[-0.351, 0.515, 0.909], [-2.362, -4.337, 2.122], [-1.644, -3.283, 2.520], [-1.505, -2.211, 1.661], [-0.756, -1.097, 2.027], [-0.204, -1.065, 3.329], [-0.339, -2.189, 4.142], [0.247, -2.220, 5.347], [-1.052, -3.307, 3.765], [0.487, 0.171, 3.724], [0.927, 0.479, 5.011], [1.559, 1.685, 5.249], [1.789, 2.551, 4.189], [1.319, 2.189, 2.946], [0.643, 1.059, 2.717], [-1.972, -2.271, 0.689], [-1.136, -4.166, 4.416], [0.770, -0.217, 5.818], [1.878, 1.937, 6.251], [2.311, 3.488, 4.323], [1.506, 2.818, 2.086], [0.978, 3.298, -1.370], [-0.261, 2.555, -0.256], [-0.602, 3.969, 0.875], [-1.788, 2.603, -1.284], [-3.002, 2.281, -0.407], [-2.670, 0.783, 0.646], [-3.816, -0.452, -0.069], [-3.556, 1.171, 2.200], [1.968, 3.259, -0.915], [0.705, 4.338, -1.554], [1.012, 2.750, -2.311], [0.336, 4.418, 1.197], [-1.150, 3.642, 1.759], [-1.180, 4.725, 0.344], [-1.681, 1.862, -2.078], [-1.874, 3.587, -1.749], [-3.886, 2.102, -1.018], [-3.223, 3.113, 0.264], [-4.767, 0.038, -0.271], [-3.977, -1.254, 0.648], [-3.417, -0.868, -0.995], [-4.572, 1.496, 1.976], [-3.038, 1.949, 2.761], [-3.589, 0.269, 2.811], [3.135, -0.434, 0.773], [1.414, -0.718, -0.190], [1.480, -2.633, -0.719], [0.361, -3.454, -0.816], [0.471, -4.776, -1.225], [1.711, -5.297, -1.559], [2.832, -4.482, -1.500], [2.716, -3.164, -1.084], [1.659, 0.132, -1.985], [2.833, 0.778, -2.281], [3.051, 1.372, -3.542], [2.083, 1.314, -4.504], [0.864, 0.640, -4.255], [-0.143, 0.546, -5.246], [-1.307, -0.129, -5.004], [-1.519, -0.742, -3.753], [-0.569, -0.653, -2.774], [0.649, 0.039, -2.984], [3.959, -0.872, 0.211], [3.086, -0.937, 1.741], [3.358, 0.620, 0.949], [-0.617, -3.060, -0.582], [-0.414, -5.398, -1.286], [1.803, -6.328, -1.873], [3.801, -4.871, -1.785], [3.601, -2.539, -1.055], [3.610, 0.853, -1.528], [3.991, 1.874, -3.737], [2.237, 1.774, -5.473], [0.034, 1.011, -6.209], [-2.063, -0.206, -5.775], [-2.438, -1.292, -3.586], [-0.731, -1.128, -1.809]], "forces_ev_per_angstrom": [[0.45, -0.69, 0.98], [-0.03, -0.08, 0.00], [0.06, 0.15, 0.04], [-0.01, 0.19, -0.15], [-0.02, -0.77, 0.23], [-0.01, 0.18, -0.23], [-0.13, 0.03, -0.16], [0.00, -0.03, 0.12], [0.00, -0.11, 0.03], [-0.01, 0.04, 0.00], [0.08, 0.03, 0.07], [-0.05, -0.07, -0.09], [0.05, 0.04, 0.04], [0.07, 0.01, 0.01], [0.06, 0.16, 0.29], [0.00, -0.10, 0.01], [0.01, 0.03, 0.02], [0.00, 0.02, -0.03], [0.03, 0.00, -0.01], [0.01, -0.02, -0.02], [-0.07, 0.02, 0.01], [0.02, -0.20, 0.17], [-0.15, 1.47, -1.08], [0.05, -0.25, 0.08], [0.01, -0.18, 0.18], [0.22, -0.13, 0.01], [-1.74, 0.71, 0.04], [0.38, -0.12, -0.01], [0.18, -0.09, -0.07], [-0.01, 0.00, -0.04], [-0.05, 0.01, 0.00], [0.01, 0.02, 0.02], [-0.02, 0.01, 0.03], [-0.01, 0.08, 0.02], [-0.01, 0.01, -0.02], [0.06, -0.05, -0.09], [0.01, 0.00, -0.01], [-0.04, 0.05, 0.02], [-0.02, 0.00, 0.00], [-0.01, 0.03, 0.00], [0.01, -0.03, -0.04], [-0.03, 0.00, -0.01], [-0.02, 0.00, 0.03], [-0.01, 0.01, -0.02], [0.00, 0.02, 0.03], [-0.34, 0.04, -0.01], [1.20, -0.61, -0.85], [-0.21, 0.27, 0.24], [0.08, -0.05, -0.03], [-0.07, -0.04, -0.01], [0.01, 0.03, 0.00], [0.08, -0.03, -0.04], [-0.06, 0.05, 0.04], [0.20, -0.12, 0.45], [-0.15, -0.07, 0.04], [0.02, 0.04, -0.08], [0.13, 0.07, 0.01], [-0.10, -0.06, 0.18], [-0.08, -0.02, -0.03], [0.08, 0.07, -0.11], [-0.03, 0.02, 0.11], [-0.16, 0.01, 0.16], [0.08, 0.14, -0.29], [0.02, 0.03, -0.02], [-0.01, 0.01, 0.00], [-0.05, 0.01, -0.02], [-0.02, -0.07, 0.01], [0.01, 0.00, 0.00], [0.00, 0.01, -0.01], [-0.01, -0.01, 0.02], [0.04, -0.06, -0.01], [0.05, -0.02, -0.03], [-0.02, 0.00, -0.04], [0.01, -0.02, 0.00], [-0.02, -0.01, -0.01], [0.01, 0.01, 0.00], [0.03, -0.01, 0.04], [-0.02, -0.03, -0.13]], "spin_multiplicity": 5, "orbital_gap_ev": [7.199, 6.964], "s2": 6.125, "relative_energy_kcal_mol": 3.5, "total_charge": 1, "e_homo_ev": [-10.228, -10.349]}



[2]
{"formula": "C34H31N6O4", "method": "the ωB97M-V functional and the def2-TZVPD basis", "symbols": ["N", "C", "C", "C", "C", "N", "C", "N", "C", "N", "N", "N", "H", "H", "H", "H", "H", "H", "H", "H", "H", "H", "H", "H", "H", "H", "H", "C", "C", "C", "C", "C", "C", "C", "O", "C", "C", "C", "C", "C", "C", "C", "O", "H", "H", "H", "H", "H", "H", "H", "H", "C", "C", "C", "C", "C", "C", "C", "O", "C", "C", "C", "C", "C", "C", "C", "O", "H", "H", "H", "H", "H", "H", "H", "H"], "coordinates": [[-6.576, 6.239, -3.095], [-6.473, 5.004, -3.875], [-5.039, 4.579, -4.259], [-4.523, 3.291, -3.590], [-3.591, 3.562, -2.421], [-4.324, 4.222, -1.338], [-3.965, 5.311, -0.689], [-4.711, 5.932, 0.247], [-4.002, 6.978, 0.637], [-4.323, 7.886, 1.605], [-2.822, 7.040, -0.009], [-2.804, 5.978, -0.882], [-5.762, 6.830, -3.187], [-6.758, 6.080, -2.115], [-6.956, 4.206, -3.307], [-7.063, 5.120, -4.784], [-4.979, 4.456, -5.339], [-4.365, 5.405, -4.009], [-4.008, 2.649, -4.303], [-5.375, 2.727, -3.200], [-3.150, 2.643, -2.034], [-2.787, 4.225, -2.742], [-5.220, 3.842, -1.072], [-5.187, 7.617, 2.063], [-4.408, 8.841, 1.275], [-2.059, 7.690, 0.086], [-2.020, 5.776, -1.479], [-1.546, 1.658, 0.940], [-0.766, 2.548, 0.208], [0.163, 2.081, -0.705], [0.323, 0.712, -0.886], [-0.448, -0.181, -0.146], [-1.385, 0.294, 0.766], [-0.279, -1.660, -0.307], [-0.966, -2.427, 0.331], [0.771, -2.135, -1.245], [1.002, -3.501, -1.350], [1.985, -3.970, -2.205], [2.737, -3.078, -2.962], [2.511, -1.715, -2.862], [1.532, -1.238, -1.999], [1.331, 0.231, -1.883], [1.956, 1.023, -2.554], [-2.273, 2.027, 1.653], [-0.882, 3.616, 0.358], [0.781, 2.755, -1.283], [-1.972, -0.419, 1.328], [0.411, -4.180, -0.750], [2.171, -5.033, -2.281], [3.504, -3.449, -3.629], [3.091, -1.008, -3.439], [1.942, -2.849, 2.123], [3.065, -2.318, 1.496], [4.293, -2.944, 1.619], [4.404, -4.104, 2.379], [3.281, -4.629, 3.018], [2.048, -4.001, 2.883], [3.375, -5.862, 3.856], [2.395, -6.324, 4.398], [4.716, -6.496, 4.002], [4.842, -7.622, 4.807], [6.076, -8.233, 4.951], [7.188, -7.727, 4.289], [7.070, -6.605, 3.486], [5.835, -5.983, 3.342], [5.738, -4.768, 2.484], [6.701, -4.332, 1.892], [0.979, -2.367, 2.023], [2.980, -1.414, 0.905], [5.176, -2.553, 1.134], [1.187, -4.431, 3.376], [3.964, -8.003, 5.310], [6.173, -9.108, 5.580], [8.150, -8.209, 4.401], [7.924, -6.195, 2.965]], "forces_ev_per_angstrom": [[0.01, -0.06, 0.12], [0.04, 0.10, 0.04], [-0.06, -0.13, 0.06], [-0.13, 0.26, 0.18], [-0.04, -0.03, 0.07], [-0.06, 0.04, 0.07], [0.22, 0.14, 0.04], [-0.01, -0.10, 0.08], [0.39, 0.14, -0.09], [-0.61, -0.26, -0.25], [-0.22, 0.12, -0.03], [-0.17, -0.12, -0.04], [-0.05, 0.05, -0.07], [0.04, 0.00, 0.01], [-0.04, -0.02, -0.04], [0.01, 0.02, -0.04], [-0.01, 0.00, -0.05], [0.05, 0.02, -0.10], [0.04, -0.02, 0.02], [0.02, -0.20, -0.15], [0.09, -0.01, -0.01], [0.07, -0.05, -0.02], [-0.03, 0.01, 0.02], [0.06, 0.01, 0.06], [0.33, 0.03, 0.09], [0.05, -0.05, 0.01], [0.04, 0.04, 0.03], [-0.01, -0.02, -0.02], [-0.05, 0.06, -0.04], [-0.05, 0.05, 0.00], [0.01, -0.02, -0.02], [0.03, -0.01, -0.03], [-0.04, 0.04, 0.00], [-0.01, 0.02, 0.00], [-0.03, 0.00, -0.02], [-0.02, 0.00, 0.01], [0.03, -0.03, -0.02], [-0.01, 0.00, 0.01], [0.01, 0.01, 0.00], [0.03, -0.04, 0.00], [0.01, 0.02, 0.01], [-0.02, -0.02, 0.03], [-0.01, 0.00, -0.02], [0.02, 0.00, 0.02], [0.02, 0.00, 0.05], [0.02, -0.02, 0.00], [0.01, -0.02, -0.01], [-0.01, 0.01, 0.01], [0.00, 0.00, 0.00], [0.00, 0.00, 0.00], [-0.01, 0.01, 0.01], [-0.01, 0.01, 0.05], [0.00, 0.00, -0.02], [-0.04, 0.03, -0.03], [0.02, -0.02, 0.00], [0.01, -0.02, 0.01], [0.01, 0.02, -0.05], [0.03, 0.01, -0.02], [0.00, 0.00, 0.01], [-0.02, 0.01, -0.01], [0.03, -0.03, 0.01], [-0.02, 0.00, 0.00], [0.00, 0.01, -0.01], [0.02, -0.03, 0.02], [0.00, 0.03, 0.00], [-0.03, -0.02, 0.02], [0.01, 0.00, 0.00], [0.01, 0.00, 0.02], [0.00, 0.00, 0.00], [0.01, -0.02, 0.00], [0.02, 0.00, 0.02], [-0.01, 0.01, -0.01], [0.00, 0.00, 0.00], [0.00, 0.00, 0.00], [-0.01, 0.02, 0.00]], "spin_multiplicity": 1, "orbital_gap_ev": 7.871, "total_charge": 1, "e_homo_ev": -10.879}



[3]
{"formula": "C2H2ClNO2", "method": "the ωB97M-V functional and the def2-TZVPD basis", "symbols": ["O", "N", "O", "C", "C", "Cl", "H", "H"], "coordinates": [[-1.619, 1.192, 0.090], [-1.272, 0.018, 0.060], [-1.937, -0.912, -0.282], [0.067, -0.294, 0.368], [1.136, 0.248, -0.261], [2.776, -0.122, -0.022], [0.009, -1.099, 0.996], [0.840, 0.970, -0.950]], "forces_ev_per_angstrom": [[-0.10, -0.41, 0.07], [-0.15, 2.65, -1.22], [-1.27, -1.15, -0.09], [3.04, 0.80, -0.95], [-2.39, -1.29, 1.80], [-0.26, -0.08, -0.01], [0.77, -1.96, 1.69], [0.37, 1.44, -1.29]], "spin_multiplicity": 1, "smiles": "O=[N+]([O-])/C=C/Cl", "orbital_gap_ev": 9.949, "relative_energy_kcal_mol": 88.3, "total_charge": 0, "e_homo_ev": -10.436}



[4]
{"formula": "C15H32O29S7", "method": "the ωB97M-V functional and the def2-TZVPD basis", "symbols": ["C", "O", "H", "H", "H", "H", "C", "C", "O", "S", "O", "O", "O", "H", "H", "H", "H", "C", "C", "O", "S", "O", "O", "O", "H", "H", "H", "H", "C", "C", "O", "S", "O", "O", "O", "H", "H", "H", "H", "C", "C", "O", "S", "O", "O", "O", "H", "H", "H", "H", "C", "C", "O", "S", "O", "O", "O", "H", "H", "H", "H", "C", "C", "O", "S", "O", "O", "O", "H", "H", "H", "H", "C", "C", "O", "S", "O", "O", "O", "H", "H", "H", "H"], "coordinates": [[-6.842, -12.763, 12.371], [-7.797, -13.595, 11.756], [-6.492, -13.286, 13.320], [-5.955, -12.567, 11.786], [-7.351, -11.822, 12.581], [-7.600, -14.515, 11.783], [-9.598, -16.815, 2.358], [-10.781, -16.617, 3.370], [-11.786, -15.776, 2.700], [-11.157, -15.356, 1.268], [-11.367, -13.969, 1.123], [-11.695, -16.240, 0.275], [-9.640, -15.593, 1.560], [-9.733, -17.653, 1.749], [-8.662, -16.990, 2.842], [-10.322, -16.072, 4.256], [-11.274, -17.493, 3.638], [-3.436, -14.355, 8.544], [-4.689, -13.482, 8.796], [-5.420, -14.266, 9.818], [-4.601, -15.496, 10.264], [-4.999, -16.613, 9.441], [-4.754, -15.676, 11.657], [-3.186, -15.089, 9.793], [-2.575, -13.767, 8.445], [-3.489, -15.031, 7.658], [-5.305, -13.501, 7.926], [-4.382, -12.615, 9.273], [-11.398, -12.707, 4.345], [-12.643, -12.263, 3.570], [-13.671, -13.265, 3.934], [-13.550, -13.501, 5.440], [-13.781, -14.888, 5.767], [-14.259, -12.441, 6.095], [-11.953, -13.292, 5.571], [-10.775, -11.818, 4.545], [-10.781, -13.444, 3.845], [-12.595, -12.327, 2.445], [-13.055, -11.335, 3.981], [-7.941, -18.190, 6.212], [-6.646, -17.674, 6.824], [-5.735, -17.402, 5.743], [-6.170, -18.211, 4.452], [-5.144, -19.143, 4.183], [-6.529, -17.268, 3.429], [-7.524, -18.852, 4.976], [-8.555, -17.396, 5.912], [-8.431, -18.947, 6.824], [-6.275, -18.407, 7.502], [-6.847, -16.724, 7.367], [-11.329, -18.675, 9.705], [-12.635, -19.200, 9.178], [-12.749, -18.358, 8.058], [-11.343, -18.049, 7.284], [-11.187, -16.644, 7.172], [-11.143, -18.807, 6.115], [-10.531, -18.496, 8.570], [-10.792, -19.324, 10.355], [-11.474, -17.686, 10.201], [-13.504, -18.961, 9.745], [-12.628, -20.201, 8.923], [-13.989, -13.823, 9.006], [-13.811, -15.325, 8.894], [-12.858, -15.559, 10.085], [-12.810, -14.289, 11.052], [-11.622, -13.619, 10.776], [-13.177, -14.543, 12.379], [-14.019, -13.539, 10.437], [-15.007, -13.627, 8.599], [-13.180, -13.278, 8.557], [-13.349, -15.612, 8.015], [-14.715, -15.893, 9.199], [-10.002, -13.219, 8.222], [-9.187, -14.401, 8.906], [-8.746, -15.217, 7.805], [-8.344, -14.272, 6.585], [-8.877, -14.656, 5.272], [-6.971, -13.931, 6.663], [-9.194, -12.996, 6.973], [-9.996, -12.252, 8.745], [-10.930, -13.776, 8.014], [-9.759, -14.983, 9.591], [-8.271, -14.021, 9.364]], "forces_ev_per_angstrom": [[0.20, -1.24, 1.78], [-0.93, 1.18, -0.87], [-0.34, 1.07, -0.86], [0.21, -0.04, -0.51], [0.14, -0.10, 0.20], [0.76, -0.89, 0.29], [-1.30, 0.59, 1.14], [1.87, 2.09, 0.11], [1.81, -0.26, -0.39], [-2.15, -0.38, -0.27], [0.10, 1.09, -0.20], [0.84, 0.25, 0.62], [0.29, -0.84, 0.53], [-0.56, -1.18, -1.36], [0.71, 0.78, 0.32], [-1.14, -0.52, -0.95], [-0.55, -1.55, 0.56], [-0.06, -0.65, -0.49], [0.37, -3.62, 0.24], [-0.01, 1.70, -0.55], [-1.93, -3.79, -0.43], [0.14, 0.58, 0.19], [0.65, 0.61, 0.66], [0.26, 1.12, -0.45], [1.16, 0.95, -0.31], [-0.30, 0.22, 0.98], [-0.37, 0.84, -0.41], [0.02, 2.03, 0.47], [-0.35, 0.58, -0.04], [-0.70, -0.59, -0.93], [0.51, -0.10, -1.43], [0.53, -1.17, 1.12], [-0.27, 1.49, -0.05], [0.41, -0.63, 0.39], [-0.16, 0.58, -0.40], [-0.31, -0.50, 0.40], [-0.21, -0.23, -0.01], [0.22, 0.31, 1.41], [0.38, 0.15, -0.48], [1.22, -1.01, -0.47], [-0.89, 1.26, 0.51], [-0.84, -0.27, 0.63], [0.12, 1.53, -1.41], [-0.21, -0.84, -0.04], [0.19, -0.48, 0.47], [0.53, -0.36, 0.59], [-1.25, 1.08, -0.20], [-0.03, 0.27, -0.09], [0.85, -0.40, 0.40], [0.43, -0.75, -0.32], [-0.48, 0.94, 1.73], [0.57, 2.04, 0.34], [-0.45, 0.76, -3.07], [-1.51, 1.15, 2.30], [-0.33, 0.46, -0.14], [0.19, -1.15, 0.04], [1.83, -0.69, -1.57], [0.33, -0.58, 0.52], [0.00, -0.67, -0.32], [-0.39, 0.03, 0.87], [0.12, -2.18, -0.68], [-2.15, -0.47, -0.07], [-0.15, 0.60, 4.15], [-0.45, -0.34, -0.65], [-1.58, -1.04, -0.30], [2.54, 1.27, -0.60], [-0.01, -0.97, 1.24], [-0.75, 0.28, -1.54], [1.01, 0.65, 0.20], [0.10, 0.40, -0.38], [0.90, -0.85, -1.56], [0.57, 0.41, -0.62], [1.66, -2.11, -0.11], [0.98, 2.39, -0.22], [-0.26, -0.09, -1.33], [-1.91, 0.80, -2.61], [1.10, -0.54, 2.62], [0.70, -0.32, 0.19], [-0.98, -0.27, 1.53], [-0.41, -0.75, -0.12], [-0.13, 1.33, -0.51], [-0.46, -0.44, 0.22], [-0.28, -0.01, 0.35]], "spin_multiplicity": 1, "orbital_gap_ev": 10.634, "relative_energy_kcal_mol": 0.0, "total_charge": 0, "e_homo_ev": -10.578}



| no. | total energy (eV) |
| --- | --- |
| 1 | -149192.892 |
| 2 | -52886.804 |
| 3 | -20209.783 |
| 4 | -151290.001 |